--- P ---
The following is a DFT calculation (ωB97M-V/def2-TZVPD) of a cluster of 5 separate species, C13H13Cl9N2 in total.

Output
HOMO-LUMO gap = 9.959 eV
Charge = 0
LUMO = 0.32 eV
HOMO = -9.63 eV
2S+1 = 1
SMILES = ClC(Cl)Cl.ClC(Cl)Cl.ClC(Cl)Cl.c1ccncc1.c1ccncc1

CARTESIAN COORDINATES (ANGSTROEM)
Cl: 2.514 -4.662 -1.153
C: 3.059 -3.277 -2.153
Cl: 2.508 -3.572 -3.838
Cl: 4.844 -3.087 -2.079
H: 2.566 -2.354 -1.846
Cl: 2.406 -1.724 6.625
C: 3.170 -0.510 5.620
Cl: 2.060 0.900 5.548
Cl: 3.382 -1.215 3.957
H: 4.129 -0.163 6.003
Cl: 1.760 4.605 4.564
C: 0.786 3.697 3.334
Cl: 0.217 4.908 2.156
Cl: -0.462 2.660 4.029
H: 1.458 3.179 2.649
C: -4.330 0.655 -3.394
C: -3.446 1.761 -3.313
C: -2.106 1.513 -3.381
N: -1.551 0.326 -3.742
C: -2.389 -0.737 -3.847
C: -3.798 -0.600 -3.748
H: -5.404 0.648 -3.274
H: -3.840 2.747 -3.113
H: -1.414 2.340 -3.322
H: -1.868 -1.674 -3.972
H: -4.480 -1.433 -3.829
C: -0.581 0.527 0.873
C: 0.404 -0.104 1.711
C: 1.103 -1.209 1.198
N: 0.882 -1.713 -0.034
C: -0.102 -1.134 -0.787
C: -0.827 -0.024 -0.398
H: -1.126 1.373 1.264
H: 0.590 0.392 2.652
H: 1.876 -1.760 1.713
H: -0.415 -1.711 -1.644
H: -1.575 0.432 -1.029


--- Q ---
The following is a DFT calculation (ωB97M-V/def2-TZVPD) of a cluster of 5 separate species, C13H13Cl9N2 in total.

Output
HOMO-LUMO gap = 9.651 eV
Charge = 0
LUMO = 0.34 eV
HOMO = -9.31 eV
2S+1 = 1
SMILES = ClC(Cl)Cl.ClC(Cl)Cl.ClC(Cl)Cl.c1ccncc1.c1ccncc1

CARTESIAN COORDINATES (ANGSTROEM)
Cl: -10.733 19.871 -1.711
C: -9.362 19.131 -2.629
Cl: -8.693 20.440 -3.618
Cl: -9.923 17.692 -3.516
H: -8.540 18.760 -2.017
Cl: -3.445 23.110 -12.350
C: -3.034 23.740 -10.704
Cl: -2.080 25.210 -10.852
Cl: -2.213 22.596 -9.693
H: -3.952 23.914 -10.142
Cl: -1.155 17.003 -5.281
C: -2.777 17.392 -5.843
Cl: -3.950 17.081 -4.526
Cl: -3.064 16.468 -7.318
H: -2.651 18.432 -6.144
C: 0.573 8.398 -7.935
C: 0.444 9.779 -8.072
C: 0.414 10.561 -6.936
N: 0.525 9.996 -5.679
C: 0.714 8.691 -5.549
C: 0.712 7.823 -6.674
H: 0.320 7.704 -8.723
H: 0.260 10.333 -8.979
H: 0.169 11.608 -7.035
H: 1.169 8.488 -4.591
H: 0.884 6.767 -6.524
C: -0.448 24.982 -4.401
C: -0.096 23.817 -3.722
C: -1.031 22.817 -3.633
N: -2.319 22.968 -4.078
C: -2.689 24.168 -4.650
C: -1.767 25.211 -4.785
H: 0.314 25.742 -4.494
H: 0.879 23.547 -3.347
H: -0.846 21.830 -3.235
H: -3.712 24.340 -4.951
H: -2.082 26.155 -5.206


The energy of each structure relative to the most stable one, in eV, is as follows: P 0.000; Q 0.629.


--- P ---
The following is a DFT calculation (ωB97M-V/def2-TZVPD) of the ion C2H6N3O2 with charge +1.

Output
HOMO-LUMO gap = 9.236 eV
Charge = +1
LUMO = -4.56 eV
HOMO = -13.79 eV
2S+1 = 1
SMILES = N/C(=C/[NH3+])[N+](=O)[O-]

CARTESIAN COORDINATES (ANGSTROEM)
N: 0.541 -1.924 0.153
C: 0.200 -0.713 0.151
C: -1.011 -0.187 0.066
N: -1.161 1.334 -0.080
N: 1.586 0.398 0.046
O: 2.591 -0.189 -0.132
O: 1.390 1.556 0.289
H: -0.166 -2.672 0.008
H: 1.564 -2.103 0.067
H: -1.931 -0.752 0.092
H: -1.863 1.791 0.461
H: -1.545 1.707 -1.027
H: -0.193 1.756 -0.093


--- Q ---
The following is a DFT calculation (ωB97M-V/def2-TZVPD) of the ion C2H6N3O2 with charge +1.

Output
HOMO-LUMO gap = 10.309 eV
Charge = +1
LUMO = -4.15 eV
HOMO = -14.46 eV
2S+1 = 1
SMILES = NC(=[NH2+])C(=O)NO

CARTESIAN COORDINATES (ANGSTROEM)
N: -0.481 0.744 1.256
C: 0.253 -0.094 0.530
N: 1.024 -1.012 0.890
C: 0.294 -0.261 -1.223
O: 0.753 -1.319 -1.610
N: -0.355 0.648 -1.867
O: -0.580 0.408 -3.188
H: -0.699 1.690 0.962
H: -0.832 0.580 2.222
H: 1.414 -1.622 0.100
H: 1.144 -1.392 1.810
H: -0.484 1.457 -1.310
H: -0.258 -0.443 -3.452


--- R ---
The following is a DFT calculation (ωB97M-V/def2-TZVPD) of the ion C2H6N3O2 with charge +1.

Output
HOMO-LUMO gap (spin up / spin down) = 8.694 / 8.709 eV
Charge = +1
LUMO (spin up / spin down) = -4.99 / -4.98 eV
HOMO (spin up / spin down) = -13.69 / -13.69 eV
2S+1 = 1

CARTESIAN COORDINATES (ANGSTROEM)
C: -0.677 -0.399 -0.143
C: -0.731 1.036 0.071
N: 0.593 1.653 -0.131
N: 1.513 -0.412 -0.452
N: -1.498 -1.363 -0.105
O: 1.581 0.772 0.235
O: 2.122 -1.353 0.182
H: -1.441 1.567 -0.566
H: -1.000 1.222 1.123
H: 0.741 1.959 -1.092
H: -2.506 -1.261 0.053
H: -1.172 -2.319 -0.241
H: 2.475 -1.103 1.065


--- S ---
The following is a DFT calculation (ωB97M-V/def2-TZVPD) of a cluster of 2 separate species, C2H6N3O2 in total.

Output
HOMO-LUMO gap = 10.380 eV
Charge = +1
LUMO = -4.25 eV
HOMO = -14.63 eV
2S+1 = 1

CARTESIAN COORDINATES (ANGSTROEM)
C: -1.374 0.043 -0.709
C: 0.723 0.936 -1.118
N: 0.216 -0.178 2.654
N: -0.029 -0.531 1.464
N: -2.424 -0.166 -0.322
O: 0.167 -0.861 3.630
O: -0.597 0.388 -1.523
H: 0.639 1.902 -1.393
H: 1.460 0.415 -1.676
H: 0.785 0.892 -0.023
H: -0.214 -1.545 1.287
H: 0.353 0.799 2.832
H: -3.054 -0.740 0.295


The energy of each structure relative to the most stable one, in eV, is as follows: P 2.438; Q 0.000; R 5.005; S 3.353.


--- P ---
The following is a DFT calculation (ωB97M-V/def2-TZVPD) of a cluster of 2 separate species, C5H11NO2 in total.

Output
HOMO-LUMO gap (spin up / spin down) = 2.778 / 7.370 eV
Charge = -1
LUMO (spin up / spin down) = 3.79 / 3.74 eV
HOMO (spin up / spin down) = 1.01 / -3.63 eV
2S+1 = 2

CARTESIAN COORDINATES (ANGSTROEM)
C: -1.136 -1.342 0.037
N: -0.022 -0.490 -0.400
C: 1.309 -0.925 -0.381
O: 2.173 -0.246 0.240
C: -0.405 0.787 0.224
C: -1.028 0.455 1.579
C: -1.769 -0.832 1.370
H: -0.933 -2.400 0.059
H: -1.935 -1.115 -0.725
H: 1.624 -1.733 -1.139
H: -1.105 1.201 -0.510
H: 0.411 1.482 0.273
H: -1.597 1.182 2.162
H: -0.143 0.281 2.227
H: -1.844 -1.472 2.258
H: -2.847 -0.719 1.129
H: 0.542 1.344 -1.672
H: 0.403 2.310 -2.796
O: 1.060 1.994 -2.169


--- Q ---
The following is a DFT calculation (ωB97M-V/def2-TZVPD) of a cluster of 3 separate species, C5H11NO2 in total.

Output
HOMO-LUMO gap (spin up / spin down) = 2.488 / 6.895 eV
Charge = -1
LUMO (spin up / spin down) = 3.97 / 3.87 eV
HOMO (spin up / spin down) = 1.48 / -3.03 eV
2S+1 = 2

CARTESIAN COORDINATES (ANGSTROEM)
C: 0.706 -1.224 1.091
C: 1.446 -0.088 1.442
N: 1.668 0.657 0.272
C: 0.836 0.102 -0.758
C: 0.273 -1.072 -0.248
C: 0.758 0.811 -2.067
H: 0.458 -2.068 1.714
H: 1.851 0.044 2.434
H: 1.956 1.604 0.293
H: -0.439 -1.726 -0.732
H: 1.133 0.185 -2.908
H: -0.250 1.169 -2.282
H: 1.418 1.679 -2.091
H: -2.104 -1.363 1.382
H: -2.729 -2.513 0.589
O: -2.829 -1.996 1.373
H: -0.811 1.627 -0.260
H: -1.717 2.036 0.857
O: -1.624 2.134 -0.100


The energy of each structure relative to the most stable one, in eV, is as follows: P 0.198; Q 0.000.


--- P ---
The following is a DFT calculation (ωB97M-V/def2-TZVPD) of the molecule C3H4N4S.

Output
HOMO-LUMO gap = 7.907 eV
Charge = 0
LUMO = -0.28 eV
HOMO = -8.19 eV
2S+1 = 1
SMILES = S/N=c1/nccn[nH]1

CARTESIAN COORDINATES (ANGSTROEM)
S: 1.625 -1.585 2.042
N: 1.501 -1.229 0.381
C: 0.564 -0.442 0.014
N: 0.434 -0.135 -1.342
C: -0.510 0.658 -1.683
C: -1.429 1.240 -0.745
N: -1.352 0.983 0.521
N: -0.366 0.162 0.878
H: 2.703 -2.400 1.907
H: -0.597 0.890 -2.747
H: -2.223 1.917 -1.072
H: -0.352 -0.059 1.845


--- Q ---
The following is a DFT calculation (ωB97M-V/def2-TZVPD) of the molecule C3H4N4S.

Output
HOMO-LUMO gap = 7.236 eV
Charge = 0
LUMO = -1.31 eV
HOMO = -8.54 eV
2S+1 = 1
SMILES = [H]/N=C1N=N/C(=C/S)N\1

CARTESIAN COORDINATES (ANGSTROEM)
H: 3.385 -1.104 -0.337
N: 2.398 -1.378 0.014
C: 1.575 -0.283 0.107
N: 1.802 1.260 -0.067
N: 0.590 1.792 0.031
C: -0.389 0.727 0.369
C: -1.771 0.960 0.073
S: -2.987 -0.359 0.007
N: 0.209 -0.480 0.382
H: -2.471 1.807 -0.214
H: -2.242 -1.643 -0.055
H: -0.100 -1.300 -0.310


--- R ---
The following is a DFT calculation (ωB97M-V/def2-TZVPD) of the molecule C3H4N4S.

Output
HOMO-LUMO gap = 7.402 eV
Charge = 0
LUMO = -0.70 eV
HOMO = -8.10 eV
2S+1 = 1
SMILES = C=Nn1cnc(=S)[nH]1

CARTESIAN COORDINATES (ANGSTROEM)
C: 0.256 1.698 -1.573
N: -0.691 1.103 -1.027
N: -0.299 0.066 -0.130
C: 1.001 -0.145 0.417
N: 0.925 -1.156 1.331
C: -0.407 -1.473 1.299
S: -0.974 -2.861 1.979
N: -1.139 -0.615 0.657
H: -0.066 2.355 -2.381
H: 1.427 1.696 -1.222
H: 1.829 0.469 0.388
H: -1.863 -1.137 0.261


The energy of each structure relative to the most stable one, in eV, is as follows: P 0.000; Q 2.331; R 2.155.


--- P ---
The following is a DFT calculation (ωB97M-V/def2-TZVPD) of a cluster of 2 separate species, C4H9O3 in total.

Output
HOMO-LUMO gap = 8.029 eV
Charge = -1
LUMO = 3.94 eV
HOMO = -4.09 eV
2S+1 = 1

CARTESIAN COORDINATES (ANGSTROEM)
C: -0.621 -1.665 0.872
C: -1.579 -2.776 1.027
O: -0.033 -1.716 -0.455
H: -1.199 -0.613 0.724
H: 0.085 -1.523 1.600
H: -1.030 -3.655 0.616
H: 0.284 -0.822 -0.783
H: -2.548 -2.953 0.524
H: -1.807 -3.077 2.035
C: 1.685 2.432 -0.621
C: 0.387 1.618 -0.394
O: -0.031 0.998 -1.345
O: 0.154 1.635 0.786
H: 2.133 2.314 -1.651
H: 2.467 1.944 0.070
H: 1.654 3.398 -0.323


--- Q ---
The following is a DFT calculation (ωB97M-V/def2-TZVPD) of a cluster of 2 separate species, C4H9O3 in total.

Output
HOMO-LUMO gap = 7.932 eV
Charge = -1
LUMO = 3.84 eV
HOMO = -4.09 eV
2S+1 = 1

CARTESIAN COORDINATES (ANGSTROEM)
C: -1.518 -1.471 0.899
C: -3.077 -1.278 1.044
O: -0.888 -0.243 0.958
H: -1.045 -2.119 1.666
H: -1.314 -1.810 -0.095
H: -3.192 -0.268 1.321
H: -0.518 0.036 0.133
H: -3.417 -1.947 1.798
H: -3.447 -1.310 -0.004
C: 1.829 1.178 0.505
C: 1.494 0.777 -0.958
O: 2.476 0.704 -1.715
O: 0.280 0.573 -1.228
H: 2.513 0.434 0.887
H: 0.827 1.263 0.831
H: 2.283 2.217 0.398


--- R ---
The following is a DFT calculation (ωB97M-V/def2-TZVPD) of a cluster of 2 separate species, C4H9O3 in total.

Output
HOMO-LUMO gap = 8.773 eV
Charge = -1
LUMO = 4.18 eV
HOMO = -4.59 eV
2S+1 = 1

CARTESIAN COORDINATES (ANGSTROEM)
O: 2.478 0.484 0.577
C: 2.710 0.044 -0.578
O: 1.925 -0.402 -1.427
H: 3.785 0.129 -0.898
C: -0.517 -0.638 1.007
O: 0.312 -0.211 2.076
C: -1.046 0.543 0.209
C: -1.778 0.127 -1.063
H: 0.026 -1.308 0.338
H: -1.344 -1.171 1.487
H: 1.172 0.057 1.676
H: -1.679 1.151 0.861
H: -0.193 1.157 -0.080
H: -2.635 -0.526 -0.867
H: -2.132 0.994 -1.622
H: -1.084 -0.428 -1.695


--- S ---
The following is a DFT calculation (ωB97M-V/def2-TZVPD) of a cluster of 2 separate species, C4H9O3 in total.

Output
HOMO-LUMO gap = 8.769 eV
Charge = -1
LUMO = 4.23 eV
HOMO = -4.54 eV
2S+1 = 1

CARTESIAN COORDINATES (ANGSTROEM)
C: -0.820 -0.680 -1.375
O: -1.232 -1.433 -0.223
C: -1.352 -1.423 -2.604
H: -1.187 0.385 -1.353
H: 0.297 -0.601 -1.489
H: -0.675 -1.041 0.526
H: -2.424 -1.632 -2.396
H: -1.217 -0.817 -3.527
H: -0.879 -2.392 -2.712
O: 0.982 1.311 -0.161
C: 0.839 0.905 1.028
O: 0.454 -0.278 1.376
C: 1.322 1.754 2.198
H: 2.258 1.317 2.652
H: 1.648 2.776 1.869
H: 0.615 1.864 3.010


The energy of each structure relative to the most stable one, in eV, is as follows: P 1.552; Q 0.914; R 0.000; S 0.237.